[1]
# C3H9N2O

The ion C3H9N2O with charge +1 (the ωB97M-V functional and the def2-TZVPD basis, OMol25).

charge	+1
energy relative to the best compared isomer or geometry (same formula, charge and spin)	198.9	kJ/mol
DFT total energy	-8277.012	eV
orbital gap	10.31	eV

Geometry (Å):
1 N 1.193 -0.172 1.887
2 C 0.962 0.290 0.614
3 C -0.857 0.587 0.318
4 N -1.067 -0.330 -0.805
5 C 0.315 -0.499 -1.444
6 O 1.155 -0.685 -0.389
7 H 1.146 -1.175 1.984
8 H 1.966 0.232 2.393
9 H 1.416 1.255 0.393
10 H -1.389 0.310 1.215
11 H -0.994 1.625 0.043
12 H -1.374 -1.244 -0.447
13 H -1.758 0.008 -1.483
14 H 0.351 -1.379 -2.090
15 H 0.519 0.416 -2.019

Atoms 1-6, force components in eV/Å:
N 0.3540 -0.1439 0.2063
C -3.3534 0.8223 -0.4623
C 3.1218 0.0291 0.9064
N -0.3071 -0.3244 -0.2623
C 0.2349 0.0013 -0.4894
O 0.3489 -0.2262 0.2184

Atomic partial charges in e from the natural (NBO) method, atoms 1 to 4: atom 1 (N): -0.832, atom 2 (C): 0.303, atom 3 (C): -0.329, atom 4 (N): -0.534

=====

[2]
# C22H86NO24P

A cluster of 21 separate species, C22H86NO24P in total (the ωB97M-V functional and the def2-TZVPD basis, OMol25).

DFT total energy	-84119.597	eV
orbital gap	9.45	eV

Geometry (Å):
1 N -1.557 1.661 3.395
2 P -2.310 0.485 2.742
3 O -3.748 0.211 3.357
4 O -2.646 0.808 1.224
5 C -1.408 -1.089 2.881
6 O 0.018 -0.884 2.855
7 C 0.444 -0.431 1.648
8 O 1.339 0.356 1.519
9 H -0.654 1.441 3.794
10 H -4.234 1.053 3.374
11 H -1.894 1.248 0.804
12 H -1.678 -1.573 3.818
13 H -1.622 -1.791 2.069
14 H -0.075 -0.912 0.806
15 C -3.240 4.153 -0.383
16 O -3.514 4.045 1.018
17 H -3.729 5.053 -0.752
18 H -2.159 4.240 -0.546
19 H -3.611 3.294 -0.933
20 H -3.073 3.241 1.301
21 C -2.948 2.799 -4.169
22 O -3.103 2.190 -2.886
23 H -2.180 3.564 -4.088
24 H -2.636 2.049 -4.896
25 H -3.882 3.265 -4.492
26 H -3.781 1.512 -2.985
27 C -0.537 -4.725 0.839
28 O -0.490 -3.288 0.798
29 H -1.540 -5.040 0.558
30 H 0.180 -5.139 0.126
31 H -0.302 -5.084 1.840
32 H 0.415 -3.058 1.034
33 C 4.100 -1.789 0.287
34 O 4.434 -0.491 -0.198
35 H 4.980 -2.416 0.168
36 H 3.829 -1.751 1.345
37 H 3.274 -2.226 -0.282
38 H 3.662 0.073 -0.089
39 C 2.418 -3.032 4.944
40 O 1.724 -3.208 3.703
41 H 3.345 -3.599 4.880
42 H 2.661 -1.982 5.114
43 H 1.834 -3.402 5.791
44 H 0.909 -2.696 3.746
45 C 2.360 -0.370 -3.032
46 O 1.147 0.379 -3.043
47 H 2.804 -0.263 -4.018
48 H 3.063 0.008 -2.290
49 H 2.172 -1.432 -2.846
50 H 0.735 0.307 -2.179
51 C -2.323 6.066 -6.367
52 O -3.355 5.313 -7.017
53 H -1.993 5.496 -5.503
54 H -1.482 6.217 -7.045
55 H -2.704 7.030 -6.033
56 H -3.643 5.817 -7.781
57 C -1.174 7.483 -0.466
58 O -1.297 6.868 0.811
59 H -0.402 8.245 -0.389
60 H -0.877 6.756 -1.227
61 H -2.114 7.959 -0.761
62 H -1.985 6.199 0.741
63 C 4.642 -5.501 1.733
64 O 3.412 -4.784 1.848
65 H 5.003 -5.362 0.717
66 H 5.396 -5.120 2.426
67 H 4.504 -6.572 1.913
68 H 3.083 -4.894 2.743
69 C 0.982 5.966 -9.109
70 O -0.240 6.692 -9.008
71 H 0.985 5.235 -8.305
72 H 1.058 5.439 -10.064
73 H 1.849 6.622 -8.994
74 H -0.258 7.342 -9.714
75 C -1.585 3.856 6.961
76 O -0.900 3.196 5.909
77 H -1.282 3.381 7.891
78 H -1.327 4.918 7.012
79 H -2.670 3.761 6.857
80 H -1.166 3.586 5.070
81 C -0.217 -6.466 4.811
82 O 0.459 -5.790 3.755
83 H -0.731 -7.319 4.375
84 H 0.484 -6.829 5.567
85 H -0.956 -5.820 5.293
86 H 0.927 -5.030 4.123
87 C 6.354 -1.100 3.854
88 O 6.946 -1.973 2.894
89 H 6.475 -1.544 4.839
90 H 6.844 -0.125 3.844
91 H 5.287 -0.974 3.657
92 H 6.831 -1.568 2.029
93 C -1.270 -0.744 -6.278
94 O -1.158 0.672 -6.336
95 H -2.282 -0.997 -6.582
96 H -0.567 -1.232 -6.960
97 H -1.104 -1.118 -5.264
98 H -0.268 0.910 -6.061
99 C -3.041 9.781 -3.809
100 O -2.284 9.125 -4.821
101 H -2.835 9.266 -2.874
102 H -2.749 10.829 -3.702
103 H -4.114 9.727 -4.009
104 H -2.457 9.572 -5.654
105 C -0.745 -4.026 -2.698
106 O -2.087 -3.568 -2.558
107 H -0.393 -3.706 -3.675
108 H -0.107 -3.586 -1.927
109 H -0.687 -5.116 -2.639
110 H -2.399 -3.838 -1.691
111 C 9.621 -4.020 4.353
112 O 8.930 -4.141 3.122
113 H 10.515 -4.636 4.287
114 H 9.926 -2.986 4.544
115 H 9.018 -4.374 5.196
116 H 8.138 -3.593 3.173
117 C -4.711 -1.645 -3.307
118 O -4.604 -0.384 -3.971
119 H -4.427 -1.492 -2.270
120 H -5.738 -2.018 -3.345
121 H -4.037 -2.379 -3.748
122 H -4.849 -0.512 -4.890
123 C 1.945 -7.582 1.209
124 O 2.575 -6.841 0.167
125 H 1.456 -8.439 0.752
126 H 2.676 -7.939 1.940
127 H 1.206 -6.962 1.719
128 H 2.997 -6.074 0.571
129 C -6.152 -0.776 6.423
130 O -6.080 -1.011 5.022
131 H -6.881 -1.474 6.827
132 H -5.190 -0.954 6.912
133 H -6.484 0.241 6.648
134 H -5.437 -0.401 4.649

Atoms 1-6, force components in eV/Å:
N 0.0556 -0.2401 -0.4275
P 1.3136 1.3776 1.2013
O -0.4134 -0.2168 -0.3744
O -0.3557 -0.4263 -0.6555
C -0.4006 -1.0328 -0.5693
O -0.2477 0.6771 0.3484

Atomic partial charges in e from the Mulliken method, atoms 1 to 4: atom 1 (N): -0.345, atom 2 (P): 0.136, atom 3 (O): -0.409, atom 4 (O): -0.349

=====

[3]
# C3H14N2O

A cluster of 3 separate species, C3H14N2O in total (the ωB97M-V functional and the def2-TZVPD basis, OMol25).

charge	+2
energy relative to the best compared isomer or geometry (same formula, charge and spin)	164.0	kJ/mol
DFT total energy	-8347.959	eV
orbital gap	12.12	eV

Geometry (Å):
1 C -0.350 1.716 -0.140
2 C -1.197 0.415 -0.379
3 C -0.361 -0.692 0.026
4 N -1.667 -2.160 0.408
5 N 1.032 1.535 -0.674
6 H -0.305 1.993 0.956
7 H -0.907 2.444 -0.704
8 H -1.320 0.310 -1.464
9 H -2.128 0.432 0.136
10 H 0.264 -1.293 -0.615
11 H 0.007 -0.650 1.061
12 H -1.257 -3.020 0.759
13 H -2.416 -1.766 0.975
14 H -2.145 -2.373 -0.461
15 H 1.521 2.403 -0.867
16 H 0.960 0.959 -1.506
17 H 1.699 0.975 0.028
18 H 3.367 -0.611 0.312
19 H 2.534 -0.580 1.472
20 O 2.672 -0.037 0.678

Atoms 1-6, force components in eV/Å:
C -1.1122 -0.3000 1.3405
C 1.8452 0.8513 -1.7455
C -1.7546 -4.0094 3.0285
N 1.0514 2.1585 -1.1902
N 0.4717 -0.9220 1.3661
H 0.0156 -0.2312 -1.3191

Atomic partial charges in e from the natural (NBO) method, atoms 1 to 4: atom 1 (C): -0.218, atom 2 (C): -0.514, atom 3 (C): -0.023, atom 4 (N): -0.795

=====

[4]
# C4H6N2

An isolated molecule of C4H6N2 (the ωB97M-V functional and the def2-TZVPD basis, OMol25).

energy relative to the best compared isomer or geometry (same formula, charge and spin)	356.2	kJ/mol
DFT total energy	-7221.899	eV
orbital gap	10.31	eV

Geometry (Å):
1 C -1.050 0.766 0.047
2 N -1.409 -0.375 0.233
3 N -0.410 -1.309 -0.170
4 C 0.886 -0.998 -0.210
5 C 1.239 0.270 0.411
6 C 0.299 1.276 -0.361
7 H -1.610 1.676 0.064
8 H 1.490 -1.811 -0.350
9 H 0.975 0.135 1.572
10 H 2.280 0.616 0.356
11 H 0.698 2.156 0.100
12 H 0.646 1.134 -1.507

Atoms 1-6, force components in eV/Å:
C 1.6823 6.6950 -1.9786
N 0.2430 -4.1348 0.4490
N 2.0006 -0.8199 -1.0140
C -5.2136 0.3549 2.2758
C 0.3951 0.7561 1.1910
C 3.3281 -3.1632 -0.3856

Atomic partial charges in e from the natural (NBO) method, atoms 1 to 4: atom 1 (C): 0.099, atom 2 (N): -0.243, atom 3 (N): -0.261, atom 4 (C): 0.058

=====

[5]
# C4H6F2

An isolated molecule of C4H6F2 (the ωB97M-V functional and the def2-TZVPD basis, OMol25).

energy relative to the best compared isomer or geometry (same formula, charge and spin)	78.5	kJ/mol
DFT total energy	-9678.948	eV
orbital gap	11.12	eV

Geometry (Å):
1 C -0.300 0.261 1.913
2 C -0.847 -0.103 0.749
3 C -0.294 0.416 -0.631
4 C 0.740 -0.440 -1.421
5 F 1.335 -1.337 -0.565
6 F 1.677 0.380 -1.907
7 H -0.770 -0.050 2.866
8 H 0.592 0.868 2.105
9 H -1.753 -0.739 0.879
10 H -1.123 0.409 -1.331
11 H 0.329 1.399 -0.383
12 H 0.413 -1.063 -2.274

Atoms 1-6, force components in eV/Å:
C -0.3466 -0.1825 0.7874
C 0.7150 0.2494 -0.0489
C 1.0433 -0.0525 1.3011
C -0.6890 -1.1793 1.1452
F 0.3635 0.1472 -0.0695
F 0.8561 0.5627 -0.2938

Atomic partial charges in e from the natural (NBO) method, atoms 1 to 4: atom 1 (C): -0.377, atom 2 (C): -0.193, atom 3 (C): -0.511, atom 4 (C): 0.569

=====

[6]
# C3H10N2

An isolated molecule of C3H10N2 (the ωB97M-V functional and the def2-TZVPD basis, OMol25).

energy relative to the best compared isomer or geometry (same formula, charge and spin)	87.1	kJ/mol
DFT total energy	-6252.526	eV
orbital gap	10.21	eV

Geometry (Å):
1 N 2.589 -0.258 -0.142
2 C 1.361 0.517 0.060
3 C 0.098 -0.292 0.248
4 C -1.333 0.412 -0.094
5 N -2.540 -0.362 0.044
6 H 2.900 -0.779 0.723
7 H 2.623 -0.917 -0.867
8 H 1.227 1.179 -0.868
9 H 1.509 1.163 0.881
10 H -0.037 -0.700 1.292
11 H 0.181 -1.253 -0.344
12 H -1.316 1.013 -1.005
13 H -1.339 1.101 0.757
14 H -3.377 0.166 0.061
15 H -2.547 -0.991 -0.746

Atoms 1-6, force components in eV/Å:
N 0.8904 0.3578 2.9889
C -0.2437 -0.0983 -2.6007
C -2.6699 -2.4129 -0.3010
C 1.9353 1.2247 1.8635
N 1.5506 -1.8718 -0.3158
H -0.6757 0.9809 -1.2587

Atomic partial charges in e from the natural (NBO) method, atoms 1 to 4: atom 1 (N): -0.840, atom 2 (C): -0.222, atom 3 (C): -0.416, atom 4 (C): -0.212